61
Properties=species:S:1:pos:R:3:forces:R:3:nbo_charge:R:1 method="wB97M-V/def2-TZVPD" homo_ha=-0.3786 charge=0 multiplicity=1 e_tot_ha=-6375.69025 e_above_lowest_ev=0.6287 smiles="C[C@H]1COC(=O)O1.ClCCCl.ClCCCl.ClCCCl.ClCCCl.ClCCCl.ClCCCl"
Cl 3.325 -3.038 -5.014 -0.6497 -0.1717 -1.3608 -0.040
Cl 1.181 -2.019 -2.665 -0.8944 -0.1917 0.0597 -0.030
Cl 3.536 -3.095 0.145 -0.2051 0.3199 0.8376 -0.108
Cl -3.115 -5.972 5.271 0.0909 0.0727 0.0773 -0.071
Cl 3.949 5.234 -1.832 -0.1892 0.3753 0.1082 -0.038
Cl -0.771 6.001 -2.921 0.0676 -0.1416 0.3366 -0.049
Cl -1.603 -6.898 2.303 -0.0433 0.1795 0.2532 -0.034
Cl -1.612 2.999 -1.955 -0.2469 -0.4183 -0.1988 -0.059
Cl -3.719 4.834 0.914 0.5958 0.1921 -0.7370 -0.057
Cl -3.776 1.826 2.335 -0.2188 -0.0199 0.0212 -0.082
Cl 2.372 -6.141 0.177 -0.0461 -0.0182 -0.3682 -0.079
Cl 2.946 2.199 -1.839 -0.3937 -0.3705 -0.0425 -0.067
O -0.345 -0.914 1.441 1.3079 0.2617 1.2302 -0.491
O -2.163 -1.226 0.339 -1.7793 -1.2092 -0.1859 -0.473
O -1.410 -2.881 1.645 0.0899 1.0073 -0.1830 -0.634
C 2.328 -3.685 1.377 -1.0736 -0.4426 -1.6183 -0.360
C 4.631 4.000 -2.883 0.6298 0.1689 -0.8616 -0.408
C -2.855 -5.682 2.563 -1.5179 1.2886 -0.8985 -0.422
C 0.697 0.678 -0.024 0.2735 0.6581 0.1250 -0.643
C -1.067 5.525 -1.221 -0.6375 0.9152 0.6537 -0.396
C -0.549 0.354 0.798 0.7071 -0.4560 -0.5706 0.066
C -0.683 4.094 -0.921 0.5178 0.1951 -0.2217 -0.407
C 1.418 -4.681 0.594 0.9648 -0.3299 1.7180 -0.383
C -1.775 0.042 -0.035 0.0971 1.9030 -1.2266 -0.103
C -4.735 4.362 2.260 -0.7389 0.1387 0.0632 -0.403
C -1.324 -1.758 1.202 0.1126 -1.6875 0.2225 0.984
C 3.729 -2.467 -3.428 0.1315 -0.1754 1.1918 -0.414
C 4.611 2.648 -2.241 0.2192 -0.1610 0.2720 -0.387
C -2.850 -4.914 3.860 0.7466 0.4633 0.3602 -0.394
C 2.786 -1.393 -2.867 1.6888 0.5546 -0.6002 -0.420
C -5.180 2.928 2.119 0.1477 -0.4761 0.1689 -0.375
H 0.544 1.547 -0.664 -0.3516 0.1420 0.1513 0.220
H -1.530 0.061 -1.097 -0.0446 -0.1382 -0.0760 0.196
H -5.934 2.624 2.845 0.2153 0.2649 0.2478 0.231
H 5.640 4.323 -3.139 0.1989 -0.1956 0.3764 0.228
H 0.964 -4.247 -0.296 0.1896 -0.0279 0.1783 0.231
H 0.372 3.941 -1.147 -0.0080 0.0049 -0.0917 0.230
H 5.009 1.887 -2.912 -0.0063 0.0855 0.0051 0.226
H -5.621 4.990 2.170 0.0151 0.0562 0.3281 0.228
H 4.771 -2.167 -3.537 -0.1492 0.4044 0.5645 0.223
H -2.833 -4.939 1.766 0.8907 0.1403 -0.0218 0.247
H 1.636 -2.905 1.697 0.4598 0.4770 -0.1119 0.231
H 1.027 -0.093 -0.720 -0.4934 -0.4316 0.2530 0.236
H -3.550 -4.082 3.941 -0.7530 -0.5533 -0.5632 0.230
H 0.687 -5.077 1.299 -0.3302 0.3246 -0.2334 0.237
H -1.942 -4.323 3.981 0.5474 -0.7217 0.1252 0.229
H 2.803 -0.515 -3.513 -0.4606 -0.1596 -0.3159 0.219
H 3.139 -0.986 -1.920 0.0781 -0.5210 0.2079 0.233
H -0.790 1.083 1.572 0.3354 0.1008 0.0100 0.193
H 4.139 3.990 -3.855 -0.5196 0.0213 0.2711 0.225
H -3.847 -6.072 2.335 0.1054 -0.8353 0.6130 0.216
H -4.166 4.606 3.157 -0.3427 -0.3419 0.0863 0.233
H 2.858 -4.081 2.243 -0.0513 -0.2361 -0.3789 0.228
H 5.152 2.621 -1.295 0.0959 0.1086 -0.1748 0.226
H 3.668 -3.359 -2.804 0.1896 0.2082 0.2393 0.232
H -2.104 5.768 -0.988 -0.2637 -0.6288 -0.4944 0.223
H -5.623 2.724 1.144 0.3035 0.1662 -0.0771 0.230
H -2.566 0.773 0.134 -0.1047 -0.2280 0.0095 0.209
H 1.568 0.919 0.586 -0.1402 -0.0547 0.2813 0.227
H -0.845 3.758 0.103 -0.2123 0.5038 0.0464 0.232
H -0.603 6.273 -0.579 0.8527 -0.3596 -0.0809 0.230